Formula: C3H9N2O
Source: the OMol25 dataset
Level of theory: ωB97M-V/def2-TZVPD

```
! wB97M-V def2-TZVPD RIJCOSX def2/J DEFGRID3
* xyz 1 1
C 1.074 0.712 0.011
C -0.239 0.106 -0.249
N -0.326 -0.500 -1.531
C -0.901 -0.878 0.840
N -0.804 -0.527 2.146
O -1.654 -1.708 0.333
H 0.897 1.763 0.403
H 1.568 0.923 -0.886
H 1.721 0.182 0.566
H -0.914 0.930 -0.261
H -1.021 -1.297 -1.480
H 0.445 -0.896 -2.075
H -0.784 0.113 -2.231
H -0.275 0.292 2.443
H -1.323 -1.088 2.842
*
```

Computed properties:
- E (Eh) = -304.208239
- SMILES string = C[C@@H]([NH3+])C(N)=O